Molecular formula: C19H38N4O3PdS2Si
Method: DFT, the ωB97M-V functional and the def2-TZVPD basis

2S+1: 2
total charge: -1
HOMO energy (spin up / spin down): -2.42 / -3.25 eV
⟨S²⟩: 0.757
LUMO level (spin up / spin down): 2.793 / 2.751 eV

Atoms and positions in Å:
Pd1 -0.0552 0.1599 -1.1943
S1 -1.1307 -2.1143 -0.8849
S2 -1.4497 0.8443 -3.3092
Si1 2.2311 -0.0336 -0.4909
O1 -0.9999 4.6124 -0.8107
O2 -0.8064 0.0783 0.9964
O3 0.1843 2.7766 -1.3074
N1 -3.0549 3.4075 0.1045
N2 1.2045 0.6903 -3.6255
N3 -0.5793 -1.1121 1.5241
N4 0.0134 -1.3929 -3.8699
C1 -0.8333 3.2824 -0.8869
C2 0.0358 -0.0491 -3.4668
C3 -0.4228 -3.4849 1.3403
C4 0.0332 -2.4061 3.4287
C5 -0.0705 -1.7810 -5.2788
C6 2.8068 -0.3369 1.3545
C7 -0.2062 -1.1981 2.8398
C8 -0.6727 -2.2592 0.7678
C9 1.5011 2.7010 -5.8489
C10 2.1711 0.5645 -4.6845
C11 1.7147 1.1988 -6.0052
C12 -2.5186 -2.0010 -6.0927
C13 -0.0677 -3.5903 2.6918
C14 3.0617 -1.5702 -1.3712
C15 -3.1668 -2.1179 -4.7182
C16 1.0334 3.3305 -7.1543
C17 -2.0411 2.4934 -0.4350
C18 3.3433 1.4770 -1.0407
C19 -1.2363 -1.1688 -6.0787
H1 4.1378 -1.5577 -1.2153
H2 -0.7288 -1.8634 -3.3564
H3 0.1474 -4.5493 3.1367
H4 3.0789 1.0773 -4.3526
H5 0.8721 -1.5164 -5.7646
H6 2.8643 -1.5693 -2.4386
H7 -1.7126 1.7193 0.2742
H8 0.7546 2.8814 -5.0741
H9 3.8927 -0.3371 1.4075
H10 1.0776 1.6374 -3.2828
H11 -0.9113 -1.0171 -7.1132
H12 -0.1453 -2.8721 -5.2833
H13 2.4396 0.4227 2.0369
H14 -2.3108 -2.9970 -6.4988
H15 -3.9782 3.0510 -0.1048
H16 -3.2192 -1.5154 -6.7790
H17 0.7800 0.7351 -6.3202
H18 1.7686 3.1543 -7.9390
H19 2.6744 -2.5011 -0.9682
H20 2.4653 1.0173 -6.7804
H21 -2.6013 -2.7877 -4.0740
H22 2.8802 2.4299 -0.8096
H23 -3.2085 -1.1404 -4.2423
H24 -1.9189 4.7316 -0.4749
H25 2.4691 -1.3013 1.7210
H26 -2.4295 1.9762 -1.3251
H27 -2.9715 3.4616 1.1155
H28 2.4019 -0.4933 -4.8221
H29 4.3153 1.4402 -0.5551
H30 -1.4654 -0.1903 -5.6492
H31 2.4386 3.1652 -5.5292
H32 0.0881 2.8920 -7.4689
H33 -0.1226 -0.2485 3.3433
H34 -0.5040 -4.3559 0.7091
H35 -4.1810 -2.5050 -4.8101
H36 0.3044 -2.4342 4.4733
H37 0.8902 4.4035 -7.0400
H38 3.4994 1.4470 -2.1130

Atom charges from the Mulliken analysis, given in e for atoms 1 to 2: atom 1 (Pd): -0.165, atom 2 (S): -0.441

Molecular formula: C23H32N6O2
Method: DFT, the ωB97M-V functional and the def2-TZVPD basis

total charge: 0
HOMO energy: -8.12 eV
structure (SMILES): Cc1ccc([C@@H](CC(=O)O)Nc2nc(N3CCCCC3)nc(N3CCCCC3)n2)cc1
LUMO level: 0.724 eV

Atoms and positions in Å:
O1 -1.9020 -5.3287 1.3606
O2 -3.2963 -3.5933 1.2883
N1 1.7013 1.0057 -1.3285
N2 -1.9133 -1.6809 -0.4902
N3 -2.2245 2.8357 0.1941
N4 -0.0987 -0.3657 -0.9652
N5 -2.0826 0.5597 -0.0628
N6 -0.2476 1.9651 -0.5828
C1 0.4116 0.8696 -0.9630
C2 3.3034 1.3999 -3.6671
C3 2.3785 -3.5893 0.5628
C4 -3.5144 2.7013 0.8239
C5 2.4768 2.5333 -3.0631
C6 2.4510 -0.1049 -1.8598
C7 2.3002 -3.1840 1.8877
C8 -2.8498 4.4831 2.4515
C9 2.6404 0.0565 -3.3693
C10 -1.4946 4.5654 1.7524
C11 0.0861 -2.9578 0.1860
C12 -1.1029 -2.8472 -0.7462
C13 -2.4808 -4.2938 0.7473
C14 1.0962 -2.6651 2.3485
C15 3.4851 -3.2795 2.8007
C16 2.2907 2.2996 -1.5620
C17 1.2858 -3.4773 -0.2772
C18 -1.6404 4.1498 0.2869
C19 -3.4240 3.0756 2.3048
C20 -1.9799 -4.1132 -0.6612
C21 -1.3392 -0.4537 -0.4960
C22 -1.4942 1.7573 -0.1501
C23 0.0024 -2.5543 1.5117
H1 1.6325 3.0502 -1.1258
H2 4.2510 -3.9255 2.3789
H3 3.4026 1.5405 -4.7455
H4 3.1920 -3.6696 3.7735
H5 -0.9199 -2.1379 1.8909
H6 -4.4142 3.0171 2.7592
H7 1.3675 -3.7928 -1.3080
H8 1.6627 0.0157 -3.8532
H9 -2.8340 -3.9942 -1.3291
H10 -2.2967 4.8587 -0.2334
H11 -2.7446 4.7390 3.5078
H12 -2.2104 -5.4028 2.2780
H13 -0.7890 3.8908 2.2412
H14 1.0168 -2.3415 3.3770
H15 4.3066 1.4124 -3.2331
H16 -1.0955 5.5795 1.8090
H17 -2.7350 -1.7861 0.0872
H18 1.9057 -1.0179 -1.6213
H19 2.9673 3.4941 -3.2279
H20 3.4299 -0.1281 -1.3650
H21 -3.8389 1.6688 0.6982
H22 -0.6720 4.1209 -0.2115
H23 3.9182 -2.2911 2.9552
H24 -3.5357 5.2035 1.9981
H25 3.3060 -3.9930 0.1815
H26 -2.7720 2.3604 2.8099
H27 -4.2196 3.3713 0.3166
H28 3.2489 -0.7636 -3.7541
H29 1.4947 2.5631 -3.5390
H30 3.2653 2.3340 -1.0593
H31 -0.7206 -2.7593 -1.7719
H32 -1.3936 -4.9850 -0.9471

Atom charges from the Mulliken analysis, given in e for atoms 1 to 2: atom 1 (O): -0.444, atom 2 (O): -0.595

Calculated energy relative to the best compared isomer or geometry (same formula, charge and spin) (kcal per mole), listed in the same order as above: 22.48; 0.00